Molecular formula: C6H12O
Method: DFT, ωB97M-V/def2-TZVPD

HOMO energy ... -9.2 eV
Orbital gap ... 10.10 eV
LUMO level ... 0.897 eV
Total charge ... 0

Element x y z (Å)
C: 0.06 -1.90 1.80
C: 0.62 -1.13 2.73
C: -1.14 -1.43 1.03
C: -1.02 -1.31 -0.47
C: 0.17 -1.34 -1.06
C: 0.41 -1.23 -2.56
H: 0.74 -2.71 1.56
H: 1.61 -1.37 3.09
H: 0.19 -0.25 3.15
H: -1.39 -0.44 1.43
H: -2.01 -2.00 1.33
H: -1.96 -1.15 -0.98
H: 1.04 -1.58 -0.46
H: 0.76 -2.23 -2.81
H: 1.04 -0.36 -2.72
H: -0.51 -1.16 -3.12
H: 0.49 5.51 -0.84
H: 1.34 6.77 -1.21
O: 0.53 6.46 -0.85

***

Molecular formula: C6H12O
Method: DFT, ωB97M-V/def2-TZVPD

HOMO energy (alpha / beta) ... -7.1 / -7.5 eV
Orbital gap (alpha / beta) ... 6.85 / 7.55 eV
LUMO level (alpha / beta) ... -0.283 / 0.014 eV
Total charge ... 0

Element x y z (Å)
C: 1.74 -0.78 -0.85
C: 0.95 0.33 -0.19
O: 0.58 1.38 -1.10
C: -0.84 1.52 0.31
C: -0.48 0.05 0.35
C: -0.57 -0.72 1.65
C: -1.31 -0.28 -0.86
H: 2.66 -0.37 -1.29
H: 2.03 -1.53 -0.10
H: 1.16 -1.27 -1.63
H: 1.55 0.80 0.60
H: -1.85 1.82 0.07
H: -0.21 2.29 0.77
H: 0.08 -0.30 2.44
H: -0.27 -1.76 1.48
H: -1.60 -0.74 2.03
H: -0.24 0.91 -1.56
H: -2.38 -0.18 -0.71
H: -1.03 -1.18 -1.42

***

Molecular formula: C6H12O
Method: DFT, ωB97M-V/def2-TZVPD

HOMO energy ... -8.3 eV
Orbital gap ... 8.99 eV
LUMO level ... 0.713 eV
Total charge ... 0

Element x y z (Å)
C: 2.33 0.21 -0.31
C: 1.12 -0.23 0.49
O: 1.56 -0.37 1.83
C: -0.03 0.78 0.41
C: -0.79 0.77 -0.96
C: -2.11 0.54 -0.34
C: -2.41 -0.92 -0.22
H: 2.09 0.29 -1.37
H: 3.14 -0.52 -0.18
H: 2.68 1.18 0.06
H: 0.76 -1.20 0.11
H: 0.81 -0.68 2.36
H: 0.33 1.79 0.63
H: -0.38 -0.04 -1.60
H: -0.68 1.73 -1.46
H: -0.74 0.55 1.23
H: -1.60 -1.64 -0.46
H: -3.20 -1.05 -0.98
H: -2.89 -1.18 0.73

***

Molecular formula: C6H12O
Method: DFT, ωB97M-V/def2-TZVPD

HOMO energy ... -8.1 eV
Orbital gap ... 9.16 eV
LUMO level ... 1.040 eV
Total charge ... 0

Element x y z (Å)
C: -2.02 0.58 1.07
O: -0.62 0.41 1.21
C: -0.20 -0.87 1.01
C: -0.76 -1.78 0.23
C: 1.41 -0.78 -1.10
C: 1.68 0.37 -0.50
C: 1.09 1.69 -0.92
H: -2.53 0.00 1.84
H: -2.37 0.26 0.09
H: -2.22 1.65 1.20
H: 0.71 -1.06 1.57
H: -0.39 -2.80 0.30
H: -1.49 -1.56 -0.55
H: 0.68 -0.84 -1.91
H: 1.83 -1.73 -0.78
H: 2.37 0.38 0.35
H: 1.84 2.26 -1.48
H: 0.22 1.54 -1.56
H: 0.77 2.30 -0.06

***

Molecular formula: C6H12O
Method: DFT, ωB97M-V/def2-TZVPD

HOMO energy (alpha / beta) ... -7.6 / -6.3 eV
Orbital gap (alpha / beta) ... 8.52 / 6.86 eV
LUMO level (alpha / beta) ... 0.873 / 0.525 eV
Total charge ... 0

Element x y z (Å)
C: 2.58 -0.28 0.13
C: 1.49 0.39 -0.72
C: 0.14 0.19 -0.10
C: -1.03 1.16 -0.43
C: -2.36 0.64 -0.55
C: -1.13 -1.29 1.15
O: -0.08 -1.08 0.22
H: 2.53 0.06 1.17
H: 2.46 -1.37 0.13
H: 3.58 -0.05 -0.26
H: 1.67 1.47 -0.79
H: 1.55 -0.01 -1.74
H: -1.28 -0.39 1.75
H: -0.93 2.10 0.13
H: -0.62 1.36 -1.45
H: -2.56 -0.21 -1.19
H: -3.15 0.97 0.12
H: -0.79 -2.11 1.79
H: -2.06 -1.55 0.63

***

Molecular formula: C6H12O
Method: DFT, ωB97M-V/def2-TZVPD

HOMO energy ... -8.3 eV
Orbital gap ... 8.43 eV
LUMO level ... 0.150 eV
Total charge ... 0

Element x y z (Å)
C: 2.82 -0.88 0.61
C: 1.79 -0.72 -0.51
C: 0.83 0.37 -0.27
C: -0.48 0.21 -0.93
C: -1.58 0.95 -0.19
C: -1.90 0.25 1.12
O: -2.71 1.00 -1.05
H: 3.63 -1.57 0.34
H: 2.34 -1.27 1.51
H: 3.25 0.10 0.86
H: 1.36 -1.69 -0.82
H: 2.31 -0.33 -1.41
H: -1.20 1.97 0.01
H: -0.79 -0.83 -1.17
H: -0.32 0.72 -1.91
H: -2.31 -0.74 0.93
H: -2.63 0.82 1.72
H: -0.99 0.15 1.72
H: -3.41 1.47 -0.57

***

Molecular formula: C6H12O
Method: DFT, ωB97M-V/def2-TZVPD

HOMO energy ... -9.2 eV
Orbital gap ... 10.25 eV
LUMO level ... 1.027 eV
Total charge ... 0

Element x y z (Å)
C: -0.05 2.00 -0.39
C: 0.28 0.30 -2.27
C: 0.61 0.74 -0.87
C: 1.43 0.01 -0.07
H: -0.06 2.05 0.70
H: 0.54 -0.75 -2.43
H: -0.79 0.41 -2.47
H: 0.47 2.87 -0.78
H: -1.10 2.04 -0.71
H: 0.83 0.91 -2.99
H: 1.73 0.39 0.90
H: 1.97 -0.84 -0.46
C: -0.68 -1.32 2.31
C: -0.97 -1.56 0.86
O: -1.92 -1.02 0.28
H: -0.47 -2.44 0.41
H: -0.83 -0.26 2.54
H: -1.35 -1.93 2.92
H: 0.36 -1.59 2.52

***

Molecular formula: C6H12O
Method: DFT, ωB97M-V/def2-TZVPD

HOMO energy (alpha / beta) ... -7.9 / -7.9 eV
Orbital gap (alpha / beta) ... 7.74 / 7.74 eV
LUMO level (alpha / beta) ... -0.199 / -0.199 eV
Total charge ... 0

Element x y z (Å)
C: -0.59 1.11 1.69
C: 1.56 1.42 0.32
C: 0.44 0.56 0.79
C: 0.42 -0.82 0.44
H: -1.56 0.74 1.34
H: 1.98 1.05 -0.62
H: 1.25 2.46 0.20
H: -0.41 0.73 2.71
H: -0.61 2.20 1.70
H: 2.36 1.38 1.07
H: -0.24 -1.44 1.04
H: 1.38 -1.29 0.24
C: -1.11 -1.74 -1.66
C: -0.39 -0.50 -1.16
O: -1.12 0.58 -0.99
H: 0.55 -0.35 -1.73
H: -1.95 -1.97 -1.01
H: -1.51 -1.53 -2.66
H: -0.45 -2.60 -1.73

***

Molecular formula: C6H12O
Method: DFT, ωB97M-V/def2-TZVPD

HOMO energy ... -9.0 eV
Orbital gap ... 9.89 eV
LUMO level ... 0.884 eV
Total charge ... 0

Element x y z (Å)
C: 0.29 0.06 2.24
C: -0.66 -0.49 1.27
C: -0.46 -0.34 -0.02
C: 0.69 0.27 -0.81
C: 0.77 1.58 -1.03
C: -1.86 -1.21 1.93
H: -0.05 1.11 2.53
H: 1.27 0.48 1.69
H: 0.68 -0.51 2.99
H: -1.05 -0.66 -0.89
H: 1.69 -0.35 -0.88
H: 0.18 2.31 -0.45
H: 1.39 2.09 -1.80
H: -1.89 -1.12 3.00
H: -1.83 -2.21 1.55
H: -2.77 -0.79 1.63
H: 1.03 -0.68 -4.75
H: 1.72 0.34 -4.00
O: 0.84 0.10 -4.21

***

Molecular formula: C6H12O
Method: DFT, ωB97M-V/def2-TZVPD

HOMO energy ... -8.0 eV
Orbital gap ... 9.03 eV
LUMO level ... 1.070 eV
Total charge ... 0

Element x y z (Å)
C: -1.59 -0.97 -0.74
C: -0.80 0.18 -0.11
C: -1.69 1.05 0.78
C: 0.36 -0.32 0.72
O: 1.54 -0.84 -0.04
C: 1.49 0.53 1.09
C: 2.36 0.03 -0.93
H: -2.39 -0.59 -1.39
H: -0.94 -1.60 -1.36
H: -2.05 -1.60 0.02
H: -0.39 0.82 -0.91
H: -2.11 0.46 1.61
H: -2.52 1.47 0.22
H: -1.11 1.87 1.21
H: 0.06 -1.11 1.42
H: 2.06 0.02 1.88
H: 1.78 0.83 -1.40
H: 2.70 -0.71 -1.64
H: 3.23 0.49 -0.44

***

Molecular formula: C6H12O
Method: DFT, ωB97M-V/def2-TZVPD

HOMO energy ... -9.4 eV
Orbital gap ... 10.33 eV
LUMO level ... 0.926 eV
Total charge ... 0

Element x y z (Å)
C: 1.53 1.08 0.75
C: 0.54 0.00 1.04
C: 1.40 -1.26 -1.53
C: -0.73 0.03 0.68
C: -1.97 -0.73 0.43
C: -1.76 0.67 -0.14
O: -2.51 1.76 0.33
H: 1.71 1.69 1.64
H: 2.50 0.66 0.44
H: 1.18 1.74 -0.06
H: 0.93 -0.91 1.50
H: 2.22 -1.44 -0.82
H: 1.73 -0.55 -2.29
H: 1.09 -2.21 -1.97
H: 0.56 -0.84 -0.99
H: -1.94 -1.57 -0.26
H: -2.70 -0.84 1.23
H: -1.61 0.75 -1.21
H: -2.19 1.96 1.22

***

Molecular formula: C6H12O
Method: DFT, ωB97M-V/def2-TZVPD

HOMO energy ... -9.4 eV
Orbital gap ... 10.39 eV
LUMO level ... 0.983 eV
Total charge ... 0

Element x y z (Å)
C: -1.07 -1.42 1.59
C: -0.74 -1.03 -1.42
C: 0.44 -0.41 -1.45
C: 0.62 1.09 -1.40
C: 0.52 1.70 0.01
C: 1.07 0.83 1.10
O: 1.88 -0.05 0.92
H: -0.05 -1.80 1.65
H: -1.51 -1.34 2.58
H: -1.67 -2.09 0.96
H: -0.82 -2.11 -1.40
H: -1.68 -0.47 -1.37
H: 1.35 -1.01 -1.45
H: 1.58 1.34 -1.84
H: -0.15 1.55 -2.03
H: -0.51 1.99 0.26
H: 1.10 2.64 0.06
H: 0.70 1.04 2.13
H: -1.05 -0.44 1.12

***

Molecular formula: C6H12O
Method: DFT, ωB97M-V/def2-TZVPD

HOMO energy ... -9.2 eV
Orbital gap ... 10.11 eV
LUMO level ... 0.941 eV
Total charge ... 0

Element x y z (Å)
C: 1.78 0.05 -1.50
C: 1.04 0.14 -0.18
O: 0.88 1.50 0.29
C: -0.55 1.47 0.07
C: -0.46 0.05 -0.43
C: -0.73 -0.74 2.07
C: -1.25 -0.75 -1.12
H: 2.79 0.45 -1.39
H: 1.83 -0.99 -1.82
H: 1.24 0.63 -2.26
H: 1.52 -0.47 0.59
H: -0.86 2.11 -0.76
H: -1.11 1.74 0.97
H: -0.03 0.07 2.33
H: -0.27 -1.68 2.37
H: -1.67 -0.54 2.58
H: -1.01 -0.87 1.01
H: -0.89 -1.70 -1.51
H: -2.28 -0.47 -1.31